Record 1
Entry from the Open Molecules 2025 dataset: a molecular structure, C26H18IrN2O6S3 (ωB97M-V/def2-TZVPD).

Atoms and positions in Å:
Ir: 0.39785 0.45502 0.00901
S: 2.67742 0.19774 -0.47339
C: 2.72571 1.83116 -1.07575
C: 3.83262 2.55953 -1.50034
C: 3.61957 3.83937 -1.96604
C: 2.33368 4.37174 -1.98455
C: 1.29076 3.59417 -1.52372
N: 1.47845 2.34685 -1.09001
H: 4.82116 2.12525 -1.46176
H: 4.45756 4.43210 -2.31038
H: 2.14776 5.37438 -2.34054
H: 0.28035 3.97424 -1.49198
O: -1.52468 0.50894 0.93071
S: -1.50564 1.81996 1.65725
O: -2.71934 2.55852 1.47488
O: -0.27041 2.48202 1.18615
C: -1.34823 1.54688 3.40201
C: -2.12965 2.37203 4.20055
C: -2.02207 2.30795 5.58118
C: -1.13361 1.42362 6.16484
C: -0.35496 0.59520 5.37046
C: -0.45896 0.64655 3.98862
S: 0.50112 -0.55763 3.09373
O: 1.57697 -0.94905 3.95481
O: -0.42407 -1.56443 2.65983
O: 1.09667 0.22745 1.93183
H: -2.81665 3.05836 3.72891
H: -2.63390 2.95534 6.19519
H: -1.04294 1.37248 7.24185
H: 0.34624 -0.10150 5.80698
C: 1.24719 -3.76832 -0.20460
C: 0.88737 -4.06779 -1.51360
C: 0.38882 -3.06544 -2.32518
C: 0.24433 -1.77512 -1.81797
C: 0.58094 -1.47890 -0.49606
C: 1.11399 -2.48389 0.30057
C: -0.32211 -0.66929 -2.57562
C: -0.67844 -0.78574 -3.94178
C: -1.32514 0.23261 -4.55188
C: -1.68696 1.37947 -3.80744
C: -2.46754 2.40972 -4.37896
C: -2.87056 3.47529 -3.63116
C: -2.49029 3.54598 -2.27797
C: -1.70587 2.57999 -1.71212
C: -1.27985 1.46743 -2.46135
N: -0.53380 0.44941 -1.88519
H: 1.64444 -4.54259 0.43884
H: 1.00037 -5.07205 -1.89824
H: 0.11217 -3.29618 -3.34412
H: 1.42552 -2.29416 1.31784
H: -0.42477 -1.68644 -4.47668
H: -1.60270 0.17036 -5.59697
H: -2.75726 2.31711 -5.41840
H: -3.48464 4.25164 -4.06661
H: -2.81970 4.37293 -1.66248
H: -1.42290 2.68564 -0.68497

Largest force on an atom, eV/A: 0.65
Calculated total energy, eV: -77864.4322
Energy relative to the best compared isomer or geometry (same formula, charge and spin), kcal/mol: 15.0
2S+1: 2


Record 2
Entry from the Open Molecules 2025 dataset: 2 unconnected molecules or ions with the total composition CH2Cl2NO2P (ωB97M-V/def2-TZVPD).

Atoms and positions in Å:
C: -1.67901 -1.30105 -0.09305
N: 1.69167 1.38256 -0.46071
O: 0.79596 -0.33614 1.20069
O: -1.27147 -1.31651 -1.19297
P: 0.47067 0.99651 0.64659
Cl: -2.28208 0.01911 0.75306
Cl: -1.67168 -2.73548 0.92679
H: 2.60621 1.05400 -0.79971
H: 1.33973 2.23700 -0.98067

Largest force on an atom, eV/A: 3.34
Calculated total energy, eV: -40984.9378
Energy relative to the best compared isomer or geometry (same formula, charge and spin), kcal/mol: 3.0
2S+1: 3


Record 3
Entry from the Open Molecules 2025 dataset: a molecular structure, C16H39N4O6PPd (ωB97M-V/def2-TZVPD).

Atoms and positions in Å:
Pd: -0.19050 0.22769 1.11283
C: -4.59842 -1.88342 -1.69465
N: -3.75177 -1.74831 -0.48264
C: -4.44365 -1.81512 0.84991
C: -2.45009 -1.34687 -0.47380
O: -1.79799 -1.22700 0.59938
C: -1.72287 -1.19279 -1.84939
O: -0.93518 -0.02821 -1.78062
C: -1.59110 1.20485 -2.10434
C: -1.34853 2.24532 -1.03875
O: -1.03186 1.98222 0.14941
N: -1.51864 3.50225 -1.44207
C: -1.50025 4.63228 -0.44023
C: -1.98382 3.91547 -2.78709
H: -5.45587 -2.49328 -1.40451
H: -4.05633 -2.46381 -2.45280
H: -4.94699 -0.91723 -2.12458
H: -5.51916 -1.93138 0.66597
H: -4.19152 -0.94475 1.42966
H: -4.08379 -2.73227 1.38007
H: -2.47010 -1.13262 -2.69249
H: -1.05575 -2.06345 -2.01529
H: -2.67359 1.05163 -2.18323
H: -1.20121 1.54682 -3.08271
H: -0.97377 4.27228 0.44424
H: -2.51687 4.91879 -0.08074
H: -1.00737 5.49289 -0.89407
H: -2.65450 3.17149 -3.25556
H: -1.17312 4.14662 -3.51032
H: -2.51687 4.84320 -2.55195
N: -0.35232 -0.71334 3.06868
C: 0.23950 0.16429 4.07782
C: 0.01085 1.65289 3.75323
N: 0.48748 1.94295 2.39712
H: -1.34343 -0.94031 3.18136
H: 0.20965 -1.55845 2.99580
H: 1.31925 -0.04144 4.19751
H: -0.20513 0.00251 5.08552
H: 0.56440 2.30346 4.46881
H: -1.07162 1.88760 3.83137
H: 1.49110 2.09002 2.34253
H: -0.00516 2.68543 1.91691
C: 5.00424 -1.34344 1.71949
C: 4.10085 -0.15830 1.48825
O: 2.71468 -0.71212 1.28862
P: 1.62182 -0.56659 0.13988
O: 2.24284 0.34626 -1.03004
C: 3.04938 -0.08706 -2.15192
C: 3.14447 1.09055 -3.07057
O: 1.49239 -2.03840 -0.54957
C: 1.13146 -3.21134 0.22216
C: 1.90131 -4.41178 -0.23595
H: 5.98723 -0.96807 2.04442
H: 5.13857 -1.90759 0.79484
H: 4.64729 -1.89364 2.57859
H: 4.32174 0.49286 0.62189
H: 3.93495 0.46826 2.39954
H: 2.50306 -0.94818 -2.58442
H: 3.98401 -0.42472 -1.74107
H: 2.14896 1.49033 -3.26437
H: 3.59631 0.73762 -3.99023
H: 3.78229 1.88562 -2.64699
H: 0.03707 -3.30122 0.07194
H: 1.30141 -3.05049 1.31075
H: 1.95785 -4.49051 -1.34108
H: 1.37439 -5.29368 0.13607
H: 2.89832 -4.41327 0.18350

Largest force on an atom, eV/A: 4.61
Calculated total energy, eV: -48193.9206
Net charge: +4
2S+1: 5


Record 4
Entry from the Open Molecules 2025 dataset: C15H23N5O4 in the gas phase (ωB97M-V/def2-TZVPD).

Atoms and positions in Å:
H: -6.39000 0.67744 -0.76976
N: -6.80174 -0.17308 -0.39188
C: -6.05783 -1.22102 -0.50611
N: -6.46012 -2.47284 0.08300
N: -4.66846 -1.31849 -0.99601
C: -3.60914 -1.79231 -0.20748
C: -3.10101 -1.00059 0.98414
C: -3.06221 0.47866 0.75144
C: -2.06326 0.95782 -0.36780
N: -0.82424 0.18867 -0.56462
C: 0.16616 0.27310 0.34697
O: -0.12511 0.52765 1.52997
C: 1.66411 0.16594 -0.13653
N: 1.98585 0.93639 -1.41423
C: 2.52698 0.37437 0.98034
C: 3.91063 0.01685 0.43915
C: 4.22860 -1.40799 0.63888
C: 5.60565 -1.84533 0.42303
C: 6.46764 -0.91989 -0.18931
O: 7.68422 -1.38980 -0.57578
C: 6.03592 0.30680 -0.61903
C: 4.83770 0.89236 -0.10694
C: -1.68539 2.44071 -0.15003
O: -0.67229 3.01823 -0.35180
O: -2.66760 3.05851 0.55620
H: -7.38774 -2.12243 0.62361
H: -6.53318 -3.32466 -0.58931
H: -4.44297 -0.50374 -1.42365
H: -3.67159 -2.91571 0.09438
H: -2.77455 -1.66523 -0.88246
H: -3.50192 -1.31825 2.00331
H: -2.13512 -1.41224 1.01035
H: -4.27411 0.61280 0.40827
H: -2.94884 1.25463 1.72313
H: -2.61522 0.89406 -1.35519
H: -0.24068 0.35342 -1.36357
H: 1.83152 -0.85066 -0.61502
H: 1.56853 1.91592 -1.38475
H: 1.49148 0.56834 -2.33999
H: 2.31474 -0.41542 1.84150
H: 2.62753 1.41937 1.41016
H: 3.39179 -1.81169 1.12498
H: 5.72855 -3.16957 0.29422
H: 8.14192 -1.86216 0.35538
H: 6.72793 1.06399 -1.04390
H: 4.77334 2.06341 -0.34526
H: -3.24162 2.39019 1.25661

Largest force on an atom, eV/A: 5.65
Calculated total energy, eV: -31562.2947
Energy relative to the best compared isomer or geometry (same formula, charge and spin), kcal/mol: 192.9


Which formula does entry 4 have?
C15H23N5O4


Which of these has the highest largest force on an atom?
C15H23N5O4